Formula: C3H2N2O2S
Source: the OMol25 dataset
Level of theory: ωB97M-V/def2-TZVPD

DFT total energy ... -773.6361 a.u.
Highest occupied orbital energy ... -0.3892 Eh
SMILES ... O=C(S)c1ncno1
Energy relative to the best compared isomer or geometry (same formula, charge and spin) ... 69.74 kcal/mol
HOMO-LUMO gap ... 0.35335 Ha
Net charge ... 0
2S+1 ... 1

Positions of all 10 atoms, in Å:
O  1.935  -0.059  -1.777
C  0.769  0.172  -1.435
S  -0.498  0.643  -2.604
C  0.370  -0.121  -0.043
N  -0.817  0.098  0.405
C  -0.641  -0.139  1.765
N  0.594  -0.392  2.153
O  1.333  -0.380  0.905
H  -1.569  0.602  -1.875
H  -1.476  -0.423  2.507

***

Formula: C3H2N2O3PS
Source: the OMol25 dataset
Level of theory: ωB97M-V/def2-TZVPD

DFT total energy ... -1190.2138 a.u.
Highest occupied orbital energy (alpha / beta) ... -0.2324 / -0.2324 Eh
Energy relative to the best compared isomer or geometry (same formula, charge and spin) ... 58.53 kcal/mol
HOMO-LUMO gap (alpha / beta) ... 0.27828 / 0.27835 Ha
Net charge ... -1
2S+1 ... 1

Positions of all 12 atoms, in Å:
C  -1.981  0.579  0.934
C  0.899  0.118  2.111
C  -0.168  -0.671  -0.196
N  -2.613  1.035  1.781
N  1.077  -0.148  3.218
O  0.984  -1.275  -2.377
O  0.589  1.056  -1.875
O  -1.283  -0.419  -2.593
P  0.776  0.806  0.450
S  0.009  -0.267  -1.990
H  -0.502  -1.388  0.487
H  2.212  0.576  0.050

***

Formula: C3H2N2OS
Source: the OMol25 dataset
Level of theory: ωB97M-V/def2-TZVPD

DFT total energy ... -698.4092 a.u.
Highest occupied orbital energy ... -0.3542 Eh
SMILES ... [H]/N=C1\N=COC1=S
Energy relative to the best compared isomer or geometry (same formula, charge and spin) ... 20.06 kcal/mol
HOMO-LUMO gap ... 0.29209 Ha
Net charge ... 0
2S+1 ... 1

Positions of all 9 atoms, in Å:
H  0.767  2.443  -0.052
N  -0.094  2.027  -0.032
C  -0.017  0.723  -0.020
N  1.237  -0.022  0.022
C  0.864  -1.248  0.023
O  -0.437  -1.478  -0.107
C  -1.135  -0.283  -0.071
S  -2.760  -0.115  0.021
H  1.575  -2.048  0.215

***

Formula: C3H2N2OS2
Source: the OMol25 dataset
Level of theory: ωB97M-V/def2-TZVPD

DFT total energy ... -1096.4948 a.u.
Highest occupied orbital energy ... -0.3296 Eh
SMILES ... S=c1cnoc(S)n1
Energy relative to the best compared isomer or geometry (same formula, charge and spin) ... 84.21 kcal/mol
HOMO-LUMO gap ... 0.27425 Ha
Net charge ... 0
2S+1 ... 1

Positions of all 10 atoms, in Å:
S  -2.719  -0.941  0.109
C  -1.307  0.011  -0.167
C  -1.102  1.513  -0.258
N  0.076  2.103  -0.028
O  1.208  1.217  0.309
C  1.041  0.030  0.063
S  2.520  -0.995  -0.093
N  -0.074  -0.687  -0.082
H  -1.937  2.062  -0.228
H  3.656  -0.044  0.452

***

Formula: C3H2N2OS2
Source: the OMol25 dataset
Level of theory: ωB97M-V/def2-TZVPD

DFT total energy ... -1096.4951 a.u.
Highest occupied orbital energy ... -0.3401 Eh
SMILES ... S=[N+]([S-])c1cnoc1
Energy relative to the best compared isomer or geometry (same formula, charge and spin) ... 84.01 kcal/mol
HOMO-LUMO gap ... 0.25066 Ha
Net charge ... 0
2S+1 ... 1

Positions of all 10 atoms, in Å:
S  -1.378  -0.733  2.175
N  -0.878  0.472  1.150
S  -1.363  1.994  1.243
C  -0.149  0.069  0.020
C  0.659  0.814  -0.888
N  1.363  0.054  -1.680
O  0.926  -1.261  -1.329
C  0.099  -1.201  -0.176
H  0.768  1.854  -0.818
H  -0.047  -2.061  0.303

***

Formula: C3H2N2S
Source: the OMol25 dataset
Level of theory: ωB97M-V/def2-TZVPD

DFT total energy ... -623.0711 a.u.
Highest occupied orbital energy ... -0.3506 Eh
SMILES ... S=C1C=NN=C1
Energy relative to the best compared isomer or geometry (same formula, charge and spin) ... 63.98 kcal/mol
HOMO-LUMO gap ... 0.25526 Ha
Net charge ... 0
2S+1 ... 1

Positions of all 8 atoms, in Å:
S  -2.041  -0.018  -0.088
C  -0.406  0.130  0.190
C  0.595  -1.118  0.215
N  1.828  -0.784  -0.148
N  1.930  0.583  -0.132
C  0.740  1.233  0.058
H  0.312  -2.053  0.174
H  0.460  2.276  0.407

***

Formula: C3H2N2S2
Source: the OMol25 dataset
Level of theory: ωB97M-V/def2-TZVPD

DFT total energy ... -1021.2621 a.u.
Highest occupied orbital energy (alpha / beta) ... -0.3862 / -0.3459 Eh
Energy relative to the best compared isomer or geometry (same formula, charge and spin) ... 73.81 kcal/mol
HOMO-LUMO gap (alpha / beta) ... 0.28569 / 0.24110 Ha
Net charge ... 0
2S+1 ... 1

Positions of all 9 atoms, in Å:
C  -1.305  -0.927  -0.037
C  -2.043  1.265  -0.334
C  -0.996  0.405  -0.020
N  -1.494  -2.083  -0.107
N  -2.907  1.997  -0.644
S  0.467  1.017  0.570
S  3.767  -0.198  -0.549
H  0.881  0.024  1.548
H  3.631  -1.500  -0.429

***

Formula: C3H2N3O
Source: the OMol25 dataset
Level of theory: ωB97M-V/def2-TZVPD

DFT total energy ... -354.6870 a.u.
Highest occupied orbital energy ... -0.5733 Eh
SMILES ... N#[N+]/C=C\N=C=O
Energy relative to the best compared isomer or geometry (same formula, charge and spin) ... 0.00 kcal/mol
HOMO-LUMO gap ... 0.33294 Ha
Net charge ... +1
2S+1 ... 1

Positions of all 9 atoms, in Å:
N  -0.249  -1.745  1.792
N  0.123  -1.448  0.794
C  0.547  -1.072  -0.373
C  0.346  0.194  -0.885
N  -0.275  1.186  -0.305
C  -0.878  1.792  0.551
O  -1.437  2.486  1.253
H  1.090  -1.811  -0.951
H  0.733  0.418  -1.876

***

Formula: C3H2N3O
Source: the OMol25 dataset
Level of theory: ωB97M-V/def2-TZVPD

DFT total energy ... -354.5571 a.u.
Highest occupied orbital energy (alpha / beta) ... -0.6252 / -0.6240 Eh
Energy relative to the best compared isomer or geometry (same formula, charge and spin) ... 81.46 kcal/mol
HOMO-LUMO gap (alpha / beta) ... 0.31342 / 0.26824 Ha
Net charge ... +1
2S+1 ... 1

Positions of all 9 atoms, in Å:
C  0.820  -0.991  -0.458
C  1.533  0.985  0.273
C  -0.096  -0.122  -0.061
N  -4.006  0.200  0.102
N  1.936  -0.252  -0.126
N  -3.215  -0.583  0.149
O  0.204  1.041  0.353
H  0.700  -2.095  -0.825
H  2.125  1.817  0.594

***

Formula: C3H2N4
Source: the OMol25 dataset
Level of theory: ωB97M-V/def2-TZVPD

DFT total energy ... -334.3849 a.u.
Highest occupied orbital energy ... -0.3593 Eh
SMILES ... C#Cc1nn[nH]n1
Energy relative to the best compared isomer or geometry (same formula, charge and spin) ... 87.96 kcal/mol
HOMO-LUMO gap ... 0.36989 Ha
Net charge ... 0
2S+1 ... 1

Positions of all 9 atoms, in Å:
C  2.625  -0.114  0.042
C  1.419  -0.233  -0.141
C  0.079  -0.152  -0.182
N  -0.668  -1.197  0.003
N  -1.842  -0.940  -0.024
N  -1.882  0.435  -0.102
N  -0.648  0.942  -0.033
H  3.634  0.153  0.079
H  -2.718  1.106  0.358